#a
Density functional theory data (the ωB97M-V functional and the def2-TZVPD basis) for a structure of composition C34H23ClN7O3Rh.

Geometry as XYZ:
```
69
C34H23ClN7O3Rh, DFT the ωB97M-V functional and the def2-TZVPD basis
Rh -0.268 -0.435 -0.308
C 3.560 -1.310 -2.119
C 3.814 -0.264 -2.987
C 3.008 0.848 -2.908
C 1.958 0.904 -1.991
N 1.747 -0.094 -1.106
C 2.534 -1.174 -1.207
N 1.193 2.068 -2.118
C 0.140 2.313 -1.441
N -0.550 1.515 -0.559
C -1.408 2.267 0.173
N -2.009 1.995 1.278
C -1.678 0.904 2.076
C -2.358 0.894 3.302
C -2.149 -0.108 4.215
C -1.241 -1.111 3.897
C -0.601 -1.048 2.682
N -0.798 -0.076 1.769
C -1.479 3.624 -0.446
C -2.202 4.744 -0.096
C -1.946 5.909 -0.817
C -0.979 5.938 -1.822
C -0.231 4.805 -2.138
C -0.516 3.654 -1.435
H 4.133 -2.226 -2.135
H 4.610 -0.319 -3.717
H 3.134 1.702 -3.557
H 2.324 -1.971 -0.532
H -3.049 1.705 3.479
H -2.681 -0.114 5.158
H -1.027 -1.932 4.565
H 0.095 -1.817 2.408
H -2.931 4.710 0.703
H -2.491 6.813 -0.581
H -0.797 6.863 -2.353
H 0.542 4.818 -2.895
O -0.280 -0.832 -2.231
C -1.132 -0.283 -3.070
C -0.688 -0.010 -4.377
C -1.555 0.461 -5.335
C -2.901 0.698 -5.031
C -3.340 0.464 -3.748
C -2.471 -0.008 -2.756
C -2.950 -0.335 -1.425
N -2.243 -0.844 -0.418
C -3.147 -1.145 0.594
C -4.390 -0.803 0.201
N -4.248 -0.287 -1.070
H 0.354 -0.201 -4.600
H -1.189 0.651 -6.337
H -3.586 1.051 -5.789
H -4.384 0.646 -3.519
H -2.843 -1.634 1.501
H -5.344 -0.890 0.687
H -4.983 0.082 -1.643
Cl 6.093 -2.484 3.244
C 4.520 -2.706 2.531
C 3.706 -1.607 2.328
C 2.459 -1.790 1.746
C 2.014 -3.056 1.375
C 2.855 -4.143 1.605
C 4.107 -3.979 2.173
C 0.665 -3.364 0.720
O 0.285 -4.523 0.799
O -0.040 -2.455 0.118
H 4.045 -0.621 2.613
H 1.850 -0.917 1.572
H 2.500 -5.126 1.328
H 4.757 -4.825 2.344
```

## Properties
HOMO-LUMO gap   7.07 eV
Lowest unoccupied orbital energy   -0.0287 Ha
HOMO level   -7.85 eV

#b
Density functional theory data (the ωB97M-V functional and the def2-TZVPD basis) for a structure of composition C34H23ClN7O3Rh.

Geometry as XYZ:
```
69
C34H23ClN7O3Rh, DFT the ωB97M-V functional and the def2-TZVPD basis
Rh -0.253 -0.185 -0.325
C -1.627 -4.054 -1.379
C -0.730 -4.534 -2.328
C 0.231 -3.685 -2.814
C 0.316 -2.364 -2.348
N -0.550 -1.918 -1.419
C -1.496 -2.756 -0.952
N 1.292 -1.597 -2.952
C 1.704 -0.457 -2.526
N 1.350 0.238 -1.406
C 1.873 1.504 -1.458
N 1.674 2.513 -0.691
C 0.943 2.467 0.480
C 1.083 3.583 1.318
C 0.501 3.597 2.561
C -0.207 2.476 2.982
C -0.332 1.424 2.110
N 0.179 1.432 0.867
C 2.742 1.591 -2.654
C 3.517 2.621 -3.148
C 4.208 2.385 -4.331
C 4.113 1.160 -4.990
C 3.324 0.131 -4.487
C 2.650 0.374 -3.307
H -2.408 -4.675 -0.965
H -0.787 -5.556 -2.680
H 0.950 -3.990 -3.560
H -2.147 -2.334 -0.201
H 1.689 4.398 0.952
H 0.617 4.455 3.209
H -0.650 2.408 3.964
H -0.859 0.524 2.391
H 3.577 3.568 -2.627
H 4.829 3.165 -4.753
H 4.662 1.011 -5.911
H 3.237 -0.822 -4.990
O -1.980 -0.527 0.735
C -2.845 0.424 0.986
C -3.662 0.282 2.128
C -4.570 1.244 2.501
C -4.722 2.408 1.744
C -3.958 2.557 0.610
C -3.031 1.589 0.200
C -2.317 1.773 -1.057
N -1.380 0.982 -1.566
C -1.037 1.482 -2.805
C -1.781 2.582 -3.057
N -2.580 2.754 -1.951
H -3.527 -0.617 2.717
H -5.165 1.099 3.394
H -5.425 3.175 2.039
H -4.087 3.463 0.028
H -0.314 0.994 -3.435
H -1.827 3.237 -3.906
H -3.269 3.473 -1.833
Cl 1.124 -5.397 6.203
C 1.216 -4.183 4.957
C 0.150 -4.025 4.087
C 0.234 -3.066 3.089
C 1.363 -2.262 2.980
C 2.415 -2.427 3.872
C 2.353 -3.397 4.859
C 1.430 -1.178 1.934
O 2.112 -0.183 2.120
O 0.726 -1.459 0.881
H -0.727 -4.649 4.191
H -0.576 -2.925 2.385
H 3.277 -1.778 3.787
H 3.169 -3.542 5.553
```

## Properties
HOMO-LUMO gap   7.23 eV
Lowest unoccupied orbital energy   -0.0235 Ha
HOMO level   -7.87 eV

Most stable: #b

#a
Density functional theory data (the ωB97M-V functional and the def2-TZVPD basis) for an isolated molecule of C24H27N3O4.

Geometry as XYZ:
```
58
C24H27N3O4, DFT the ωB97M-V functional and the def2-TZVPD basis
C -4.454 -3.588 0.149
H -3.632 -3.881 -0.512
H -5.304 -4.248 -0.021
H -4.131 -3.679 1.192
O -4.917 -2.294 -0.140
C -4.044 -1.255 -0.019
C -2.728 -1.359 0.383
C -1.904 -0.238 0.482
C -2.413 1.010 0.168
C -3.740 1.124 -0.247
C -4.563 0.020 -0.344
O -5.866 0.042 -0.738
C -6.439 1.279 -1.080
H -7.468 1.059 -1.359
H -5.925 1.741 -1.929
H -6.436 1.973 -0.233
H -4.113 2.102 -0.505
C -1.582 2.269 0.257
N -0.173 1.950 0.435
C 0.721 2.538 -0.383
O 0.403 3.420 -1.171
C 2.156 2.126 -0.341
N 2.482 0.926 -0.065
N 3.771 0.510 -0.149
C 4.846 1.363 -0.277
O 5.975 0.968 -0.449
C 4.489 2.830 -0.126
C 3.158 3.146 -0.797
H 3.248 3.077 -1.887
H 2.813 4.153 -0.564
H 4.423 3.035 0.949
H 5.304 3.426 -0.534
C 3.912 -0.901 -0.085
C 4.984 -1.497 0.562
C 5.054 -2.879 0.613
C 4.063 -3.658 0.046
C 2.981 -3.067 -0.597
C 2.920 -1.685 -0.663
H 2.099 -1.198 -1.168
C 1.911 -3.915 -1.216
H 1.083 -3.304 -1.568
H 1.534 -4.638 -0.494
H 2.314 -4.470 -2.062
H 4.127 -4.735 0.098
H 5.889 -3.348 1.111
H 5.757 -0.896 1.011
C 0.077 0.925 1.418
H 1.143 0.848 1.620
C -0.471 -0.403 0.905
H -0.384 -1.169 1.676
H 0.130 -0.721 0.049
H -0.445 1.203 2.340
C -2.077 3.193 1.377
H -3.093 3.517 1.170
H -1.438 4.070 1.435
H -2.072 2.684 2.338
H -1.651 2.817 -0.691
H -2.307 -2.321 0.630
```

## Properties
HOMO-LUMO gap   8.45 eV
SMILES   COc1cc2c(cc1OC)[C@@H](C)N(C(=O)C1=NN(c3cccc(C)c3)C(=O)CC1)CC2
Lowest unoccupied orbital energy   0.0178 Ha
HOMO level   -7.96 eV

#b
Density functional theory data (the ωB97M-V functional and the def2-TZVPD basis) for an isolated molecule of C24H27N3O4.

Geometry as XYZ:
```
58
C24H27N3O4, DFT the ωB97M-V functional and the def2-TZVPD basis
C -6.765 -3.983 0.827
C -6.256 -3.546 -0.539
H -5.846 -4.391 -1.097
H -7.064 -3.078 -1.111
O -5.175 -2.621 -0.423
C -5.498 -1.337 -0.223
O -6.634 -0.932 -0.163
C -4.301 -0.468 -0.096
C -4.492 0.903 0.062
C -3.411 1.750 0.193
C -2.121 1.229 0.158
C -1.923 -0.139 -0.001
C -3.009 -0.983 -0.124
H -2.859 -2.044 -0.245
H -0.925 -0.544 -0.019
N -1.009 2.096 0.299
C 0.109 1.790 1.062
O 0.228 0.805 1.743
C 1.124 2.926 0.886
N 2.275 2.638 0.054
C 3.410 1.989 0.682
C 3.304 0.464 0.703
N 3.155 -0.021 -0.660
C 1.953 0.532 -1.253
C 2.033 2.062 -1.254
H 1.120 2.478 -1.684
H 2.878 2.358 -1.885
H 1.876 0.179 -2.285
H 1.047 0.202 -0.714
C 3.175 -1.473 -0.716
C 4.532 -2.008 -0.348
C 5.669 -1.442 -0.910
C 6.924 -1.925 -0.590
C 7.057 -2.985 0.293
C 5.929 -3.554 0.855
C 4.672 -3.066 0.539
H 3.794 -3.511 0.986
H 6.026 -4.380 1.546
H 8.037 -3.364 0.542
H 7.803 -1.476 -1.030
H 5.555 -0.614 -1.593
H 2.403 -1.917 -0.060
H 2.947 -1.767 -1.747
H 4.222 0.042 1.119
H 2.459 0.152 1.338
H 3.530 2.373 1.696
H 4.292 2.267 0.096
C 0.285 4.046 0.263
C -0.951 3.366 -0.273
O -1.759 3.811 -1.040
H -0.029 4.777 1.010
H 0.818 4.579 -0.523
H 1.509 3.198 1.873
H -3.563 2.810 0.315
H -5.500 1.286 0.085
H -5.953 -4.406 1.414
H -7.178 -3.129 1.358
H -7.542 -4.732 0.704
```

## Properties
HOMO-LUMO gap   8.82 eV
SMILES   CCOC(=O)c1ccc(N2C(=O)C[C@H](N3CCN(Cc4ccccc4)CC3)C2=O)cc1
Lowest unoccupied orbital energy   0.0106 Ha
HOMO level   -8.53 eV

Most stable: #b

#a
Density functional theory data (the ωB97M-V functional and the def2-TZVPD basis) for an isolated molecule of C9H11NO3S.

Geometry as XYZ:
```
25
C9H11NO3S, DFT the ωB97M-V functional and the def2-TZVPD basis
C -3.110 -0.662 0.223
C -2.457 -0.541 -1.084
C -2.523 -0.021 1.274
C -1.392 0.354 -1.298
C -1.520 0.816 1.063
C -0.987 1.086 -0.146
C 3.346 -0.825 0.360
C 0.194 1.993 -0.475
C 1.922 -0.112 -0.096
N 0.917 -0.939 0.631
O 0.715 -0.741 1.792
O 0.346 -1.820 0.030
O 1.604 -0.285 -1.381
S 1.674 1.592 0.490
H -3.900 -1.283 0.326
H -2.815 -1.218 -1.887
H -2.969 -0.081 2.252
H -1.081 0.558 -2.220
H -0.924 1.261 1.978
H 3.470 -0.733 1.399
H 3.274 -1.868 -0.077
H 4.233 -0.371 -0.116
H 0.417 2.065 -1.515
H 0.125 3.029 -0.035
H 1.442 -1.256 -1.488
```

## Properties
HOMO-LUMO gap   9.11 eV
SMILES   C[C@](O)(SCc1ccccc1)[N+](=O)[O-]
Lowest unoccupied orbital energy   0.0083 Ha
HOMO level   -8.88 eV

#b
Density functional theory data (the ωB97M-V functional and the def2-TZVPD basis) for an isolated molecule of C9H11NO3S.

Geometry as XYZ:
```
25
C9H11NO3S, DFT the ωB97M-V functional and the def2-TZVPD basis
C 1.094 0.605 -1.517
C -0.342 2.301 -0.415
C 2.158 1.264 -1.109
C 0.784 2.915 0.024
C -0.409 -0.746 1.228
C -0.231 0.863 -0.769
C 1.984 2.037 0.100
C -1.386 -3.011 -0.586
C -2.160 -2.300 0.561
N 0.197 0.278 0.606
O 0.093 -1.439 2.092
O 1.205 1.523 2.656
O -1.591 -0.970 0.596
S 1.580 0.753 1.493
H 1.165 0.150 -2.529
H -1.247 2.920 -0.643
H 3.205 0.981 -1.466
H 1.018 3.834 0.594
H -1.097 0.297 -1.045
H 2.798 2.443 0.493
H -1.561 -2.717 -1.538
H -0.401 -2.841 -0.210
H -1.674 -4.038 -0.482
H -1.925 -2.864 1.534
H -3.256 -2.237 0.330
```

## Properties
HOMO-LUMO gap   9.47 eV
Lowest unoccupied orbital energy   0.0167 Ha
HOMO level   -9.02 eV

Most stable: #b

#a
Density functional theory data (the ωB97M-V functional and the def2-TZVPD basis) for a structure of composition C17H20N2O3.

Geometry as XYZ:
```
42
C17H20N2O3, DFT the ωB97M-V functional and the def2-TZVPD basis
C 4.162 0.988 3.822
H 4.226 1.553 4.711
O 2.995 0.240 3.718
C 2.688 -0.420 2.757
C 1.608 -1.023 2.946
C 1.106 -1.998 1.969
C 1.724 -2.062 0.848
C 3.017 -1.197 0.446
C 3.504 -0.464 1.525
H 4.272 0.135 1.433
H 3.541 -1.427 -0.522
C 1.396 -2.846 -0.604
N 0.322 -1.940 -1.369
C -1.028 -1.906 -0.960
C -1.016 -0.357 -0.273
N -0.650 0.483 -1.022
C -1.443 1.576 -1.692
O -0.907 2.104 -2.643
C -2.780 1.767 -1.575
C -3.691 2.372 -2.114
C -4.743 2.618 -1.402
C -4.546 1.700 -0.156
O -3.327 1.296 -0.284
H -5.199 1.549 0.731
H -5.576 3.098 -1.888
H -3.531 2.919 -3.189
C 0.696 0.445 -1.451
C 0.829 -1.147 -2.396
H 1.838 -1.358 -2.406
H 0.133 -1.043 -3.114
H 1.050 1.053 -2.391
H 1.481 0.442 -0.728
H -2.152 -0.289 0.042
H -0.447 -0.329 0.754
H -1.296 -2.573 -0.139
H -1.724 -1.985 -1.899
H 2.156 -3.026 -1.264
H 0.578 -3.889 -0.042
H 0.229 -2.656 1.969
H 1.114 -1.434 3.875
H 4.972 0.396 3.700
H 4.147 1.554 3.179
```

## Properties
HOMO-LUMO gap   6.40 eV
Lowest unoccupied orbital energy   0.0170 Ha
HOMO level   -5.93 eV

#b
Density functional theory data (the ωB97M-V functional and the def2-TZVPD basis) for an isolated molecule of C17H20N2O3.

Geometry as XYZ:
```
42
C17H20N2O3, DFT the ωB97M-V functional and the def2-TZVPD basis
C 5.071 1.997 -1.674
C 4.001 1.076 -1.207
C 2.707 0.947 -1.619
C 2.116 -0.087 -0.840
C 0.832 -0.654 -0.799
C 0.605 -1.675 0.107
C 1.611 -2.117 0.971
C 2.873 -1.569 0.961
C 3.115 -0.555 0.042
N 4.243 0.171 -0.203
H 5.123 0.060 0.272
H 3.642 -1.912 1.636
H 1.381 -2.916 1.661
H -0.354 -2.170 0.149
O -0.080 -0.174 -1.702
C -1.451 -0.141 -1.360
H -1.725 -0.916 -0.643
H -2.000 -0.316 -2.291
C -1.837 1.251 -0.824
C -1.025 1.669 0.428
N -1.069 0.825 1.598
H -0.591 -0.057 1.437
C -2.367 0.603 2.213
C -3.177 -0.500 1.599
C -3.000 -1.854 1.626
C -4.031 -2.407 0.827
C -4.758 -1.351 0.376
O -4.249 -0.195 0.836
H -5.624 -1.290 -0.252
H -4.204 -3.444 0.624
H -2.238 -2.389 2.157
H -2.935 1.534 2.165
H -2.183 0.357 3.265
H -1.380 2.663 0.719
H 0.027 1.762 0.141
O -1.657 2.215 -1.837
H -0.765 2.093 -2.187
H -2.907 1.257 -0.598
H 2.226 1.510 -2.392
H 4.692 2.631 -2.470
H 5.925 1.435 -2.053
H 5.418 2.631 -0.858
```

## Properties
HOMO-LUMO gap   8.50 eV
SMILES   Cc1cc2c(OC[C@H](O)CNCc3ccco3)cccc2[nH]1
Lowest unoccupied orbital energy   0.0299 Ha
HOMO level   -7.69 eV

Most stable: #b

#a
Density functional theory data (the ωB97M-V functional and the def2-TZVPD basis) for a cluster of 2 separate species, C3H10NO2 in total.

Geometry as XYZ:
```
16
C3H10NO2, DFT the ωB97M-V functional and the def2-TZVPD basis
C -0.052 1.681 0.225
N -0.496 0.394 -0.439
C 0.269 -0.815 0.029
C 1.727 -0.602 0.403
O 2.502 0.086 -0.491
H -0.503 2.510 -0.368
H 1.014 1.653 0.407
H -0.260 1.744 1.298
H -0.254 0.776 -1.422
H 0.269 -1.436 -0.783
H -0.331 -1.288 0.855
H 2.015 -1.665 0.634
H 1.691 -0.174 1.359
H -2.170 -0.228 -0.489
H -2.508 -1.753 -0.620
O -2.913 -0.884 -0.598
```

## Properties
Total charge   -1
HOMO-LUMO gap   6.86 eV
Lowest unoccupied orbital energy   0.1540 Ha
HOMO level   -2.67 eV

#b
Density functional theory data (the ωB97M-V functional and the def2-TZVPD basis) for a cluster of 2 separate species, C3H10NO2 in total.

Geometry as XYZ:
```
16
C3H10NO2, DFT the ωB97M-V functional and the def2-TZVPD basis
C 1.228 0.614 0.397
C 0.843 -0.732 -0.247
C -0.639 -0.699 -0.699
O -1.467 0.010 0.068
N 2.613 0.554 0.944
H 0.370 0.841 1.035
H 1.261 1.405 -0.360
H 1.448 -0.790 -1.153
H 0.961 -1.493 0.525
H -0.947 -1.753 -0.873
H -0.595 -0.275 -1.738
H 3.031 -0.284 0.566
H 2.609 0.543 1.953
H -3.451 1.396 -0.040
H -3.250 0.021 -0.104
O -4.015 0.643 -0.274
```

## Properties
Total charge   -1
HOMO-LUMO gap   7.31 eV
Lowest unoccupied orbital energy   0.1573 Ha
HOMO level   -3.03 eV

#c
Density functional theory data (the ωB97M-V functional and the def2-TZVPD basis) for a cluster of 2 separate species, C3H10NO2 in total.

Geometry as XYZ:
```
16
C3H10NO2, DFT the ωB97M-V functional and the def2-TZVPD basis
C 1.012 1.164 0.646
N 0.429 -0.075 0.203
C -0.918 -0.021 -0.403
C -1.955 -0.629 0.568
O -1.661 -1.855 0.984
H 1.646 0.972 1.512
H 0.263 1.897 0.949
H 1.616 1.630 -0.140
H 0.363 -0.742 0.975
H -0.879 -0.578 -1.344
H -1.177 1.029 -0.591
H -2.926 -0.495 0.008
H -1.998 0.130 1.409
H 1.743 -0.720 -0.863
H 1.979 -0.832 -2.372
O 2.465 -0.876 -1.542
```

## Properties
Total charge   -1
HOMO-LUMO gap   6.67 eV
Lowest unoccupied orbital energy   0.1476 Ha
HOMO level   -2.65 eV

#d
Density functional theory data (the ωB97M-V functional and the def2-TZVPD basis) for a cluster of 2 separate species, C3H10NO2 in total.

Geometry as XYZ:
```
16
C3H10NO2, DFT the ωB97M-V functional and the def2-TZVPD basis
C 0.192 1.370 0.887
C 0.263 -0.137 0.710
C -0.002 -0.661 -0.722
O 0.173 -2.020 -0.712
N 0.578 1.875 2.211
H -0.843 1.656 0.604
H 0.823 1.902 0.179
H 1.223 -0.512 1.068
H -0.528 -0.602 1.308
H 0.686 -0.146 -1.433
H -1.064 -0.420 -0.992
H 0.265 2.819 2.369
H 0.185 1.297 2.936
H -1.070 -1.545 -2.974
H -0.200 -2.494 -2.279
O -0.680 -2.384 -3.160
```

## Properties
Total charge   -1
HOMO-LUMO gap   6.84 eV
Lowest unoccupied orbital energy   0.1425 Ha
HOMO level   -2.96 eV

Most stable: #d

#a
Density functional theory data (the ωB97M-V functional and the def2-TZVPD basis) for a cluster of 2 separate species, C3H10NO2 in total.

Geometry as XYZ:
```
16
C3H10NO2, DFT the ωB97M-V functional and the def2-TZVPD basis
C 1.435 0.340 0.662
N 0.443 0.183 -0.382
C -0.862 -0.235 0.094
C -0.902 -1.835 -0.022
O -0.181 -2.254 -1.066
H 2.446 0.249 0.225
H 1.388 -0.450 1.430
H 1.369 1.317 1.145
H 0.689 -0.598 -1.012
H -1.615 0.120 -0.607
H -1.056 0.096 1.125
H -1.983 -2.068 -0.059
H -0.532 -2.221 0.972
H 0.144 1.756 -1.014
H -0.596 2.902 -0.320
O -0.189 2.699 -1.171
```

## Properties
Total charge   -1
HOMO-LUMO gap   6.92 eV
Lowest unoccupied orbital energy   0.1499 Ha
HOMO level   -2.84 eV

#b
Density functional theory data (the ωB97M-V functional and the def2-TZVPD basis) for a cluster of 2 separate species, C3H10NO2 in total.

Geometry as XYZ:
```
16
C3H10NO2, DFT the ωB97M-V functional and the def2-TZVPD basis
C 0.275 0.720 -0.615
O -1.083 0.751 -0.535
C 0.922 -0.618 -0.240
C 0.597 -1.190 1.111
N 0.619 -1.636 -1.251
H 0.866 1.392 0.304
H 0.669 0.992 -1.630
H 2.036 -0.367 -0.346
H -0.485 -1.160 1.203
H 0.959 -2.201 1.034
H 0.905 -0.666 1.968
H -0.239 -2.271 -0.845
H 0.020 -1.222 -2.122
H -1.466 1.926 0.467
H -2.693 2.841 0.470
O -1.902 2.708 1.027
```

## Properties
Total charge   -1
HOMO-LUMO gap   7.74 eV
Lowest unoccupied orbital energy   0.1589 Ha
HOMO level   -3.42 eV

Most stable: #a